Entry 1:
This record from OMol25 describes the molecule CH3IOS in a non-equilibrium geometry. The level of theory is the ωB97M-V functional and the def2-TZVPD basis.

As for the highest occupied orbital energy: -8.7 eV. The frontier orbital gap comes out at 0.3009 Eh. The energy is -810.97211 Ha. The value obtained for the LUMO energy is -0.53 eV. As for the SMILES: OCSI.

CARTESIAN COORDINATES (ANGSTROEM)
O -1.227 0.070 0.939
C 0.081 0.160 0.434
S 0.742 0.382 -1.440
I 1.189 -1.815 -2.233
H -1.739 0.991 1.009
H 0.652 1.057 0.722
H 0.302 -0.845 0.569



Entry 2:
This record from OMol25 describes the molecule CH3IOS2 in a non-equilibrium geometry. The level of theory is the ωB97M-V functional and the def2-TZVPD basis.

As for the highest occupied orbital energy (alpha / beta): -8.4 / -8.4 eV. The frontier orbital gap (alpha / beta) comes out at 0.2310 / 0.2311 Eh. The energy is -1209.09631 Ha. The value obtained for the LUMO energy (alpha / beta) is -2.08 / -2.08 eV.

CARTESIAN COORDINATES (ANGSTROEM)
C -1.200 -0.016 -0.030
O -0.506 -1.240 -0.299
S 0.734 -1.587 0.693
S 2.287 2.025 0.281
I 2.685 -0.130 -0.454
H -2.250 -0.094 0.083
H -0.918 0.465 -0.984
H -0.833 0.577 0.710



Entry 3:
This record from OMol25 describes a structure of composition CH3MgO2Rh in a non-equilibrium geometry. The level of theory is the ωB97M-V functional and the def2-TZVPD basis.

The net charge is +1. As for the highest occupied orbital energy (alpha / beta): -11.1 / -15.1 eV. The frontier orbital gap (alpha / beta) comes out at 0.2694 / 0.2978 Eh. The energy is -500.57919 Ha. The value obtained for the LUMO energy (alpha / beta) is -3.80 / -6.98 eV. As for the multiplicity: 6. As for the expectation value of S²: 8.77.

CARTESIAN COORDINATES (ANGSTROEM)
O 1.716 -0.168 -0.196
Rh 0.268 0.766 -0.571
O -1.348 0.593 0.111
C -2.622 0.077 -0.022
Mg 2.345 -1.615 0.769
H -2.717 -0.699 -0.807
H -2.912 -0.406 0.932
H -3.398 0.841 -0.228